ORCA calculation (ωB97M-V/def2-TZVPD) on a structure of composition C26H20Br2Cl3N2OSSbSe4SiZr at a distorted geometry.

The geometry in XYZ format:
```
62
Properties=species:S:1:pos:R:3:nbo_charge:R:1
Zr 0.09 0.12 -0.53 1.518
Br 2.87 -2.99 1.17 0.033
C 2.10 -3.30 -0.54 -0.151
C 2.76 -4.18 -1.41 -0.259
C 2.19 -4.51 -2.60 -0.037
Br 3.11 -5.72 -3.74 0.029
C 0.94 -3.98 -2.98 -0.122
C 0.33 -4.19 -4.24 -0.111
C -0.86 -3.58 -4.52 -0.246
C -1.46 -2.79 -3.53 0.077
N -0.91 -2.56 -2.37 -0.407
C 0.28 -3.10 -2.08 0.104
C 0.90 -2.68 -0.84 0.369
O 0.34 -1.77 -0.04 -0.811
H 3.72 -4.59 -1.13 0.231
H 0.84 -4.78 -4.98 0.231
H -1.30 -3.65 -5.51 0.227
H -2.40 -2.28 -3.72 0.198
C 2.38 1.32 5.33 -0.598
C 1.25 0.41 4.84 -0.062
C 0.53 -0.21 6.05 -0.597
C 1.88 -0.73 4.02 -0.623
C 0.27 1.23 4.01 0.008
C -0.48 2.25 4.62 -0.223
C -1.37 3.03 3.91 -0.199
C -1.48 2.84 2.54 -0.247
S -2.45 3.67 1.37 0.390
C -1.78 2.65 0.09 0.213
N -0.91 1.78 0.53 -0.612
C -0.73 1.85 1.90 0.206
C 0.11 1.02 2.65 -0.232
C -2.27 2.74 -1.27 -0.077
C -3.58 3.23 -1.44 -0.189
C -4.24 3.09 -2.63 -0.241
C -3.62 2.42 -3.68 -0.178
C -2.30 2.02 -3.55 -0.215
C -1.58 2.19 -2.37 -0.460
H 3.09 0.74 5.92 0.199
H 2.00 2.14 5.95 0.197
H 2.92 1.75 4.48 0.223
H 1.24 -0.81 6.62 0.201
H -0.28 -0.87 5.72 0.214
H 0.12 0.55 6.71 0.196
H 2.54 -1.31 4.66 0.203
H 2.47 -0.34 3.19 0.241
H 1.12 -1.40 3.62 0.223
H -0.36 2.45 5.68 0.204
H -1.97 3.78 4.41 0.210
H 0.64 0.22 2.16 0.250
H -4.08 3.69 -0.59 0.196
H -5.25 3.48 -2.74 0.200
H -4.13 2.25 -4.62 0.213
H -1.81 1.59 -4.42 0.269
Cl 1.16 3.13 -0.92 -0.425
Si 0.31 2.32 -2.79 0.795
Cl 2.38 0.36 0.26 -0.498
Cl -2.32 -0.35 -0.69 -0.506
Se 2.63 -1.91 -5.67 -0.810
Sb 1.39 0.14 -5.14 1.032
Se 0.93 0.09 -2.71 -0.427
Se 2.72 2.02 -5.88 -0.723
Se -0.64 0.01 -6.50 -0.815
```

## Properties
Kohn-Sham gap ... 0.1775 Ha
Net charge ... -2
ΔE to the lowest compared entry with this formula, charge and spin ... 85.12 kcal/mol



ORCA calculation (ωB97M-V/def2-TZVPD) on a structure of composition C26H20Cl3NO3STa at a distorted geometry.

The geometry in XYZ format:
```
55
Properties=species:S:1:pos:R:3:nbo_charge:R:1
Ta -0.68 0.56 0.50 2.410
N 1.31 0.68 -0.25 -0.921
C 1.96 2.02 -0.55 0.096
C 2.86 2.01 -1.66 -0.212
C 3.52 3.17 -2.02 -0.149
C 3.28 4.32 -1.35 -0.160
C 2.48 4.36 -0.21 -0.149
C 1.78 3.18 0.23 -0.006
C 0.82 3.12 1.36 -0.041
C 0.78 4.15 2.28 -0.164
C -0.19 4.22 3.23 -0.092
C -1.09 3.19 3.43 -0.163
C -0.99 2.04 2.66 -0.206
C 0.00 2.07 1.65 -0.379
H 1.32 0.25 -1.19 0.445
H 1.98 0.22 0.38 0.455
H 2.97 1.08 -2.18 0.218
H 4.09 3.13 -2.96 0.264
H 3.68 5.24 -1.72 0.259
H 2.28 5.33 0.28 0.251
H 1.53 4.94 2.33 0.258
H -0.21 5.06 3.95 0.271
H -1.83 3.31 4.16 0.258
H -1.66 1.19 2.82 0.258
Cl -3.38 2.09 -3.46 0.104
C -3.63 2.13 -1.68 -0.227
Cl -3.48 3.81 -1.08 0.136
Cl -5.15 1.30 -1.37 0.142
C -2.46 1.48 -0.94 0.783
O -1.31 1.32 -1.43 -0.638
O -2.55 1.24 0.32 -0.678
O -0.76 -1.08 1.42 -0.913
S -1.51 -2.47 0.88 1.302
C -0.35 -3.68 1.36 -0.325
C -0.87 -4.94 1.61 -0.161
C 0.01 -5.99 1.98 -0.174
C 1.40 -5.74 1.99 -0.113
C 1.89 -4.43 1.80 -0.174
C 1.02 -3.42 1.42 -0.200
C -1.29 -2.26 -0.84 -0.289
C -2.44 -2.27 -1.59 -0.207
C -2.36 -2.31 -3.00 -0.159
C -1.12 -2.20 -3.58 -0.129
C 0.03 -2.19 -2.79 -0.163
C -0.02 -2.23 -1.42 -0.292
H -1.96 -5.08 1.61 0.254
H -0.34 -7.06 2.03 0.277
H 2.09 -6.58 2.09 0.267
H 2.96 -4.18 1.78 0.256
H 1.40 -2.42 1.17 0.199
H -3.44 -2.38 -1.11 0.266
H -3.30 -2.49 -3.57 0.276
H -0.99 -2.34 -4.63 0.265
H 1.02 -2.18 -3.30 0.258
H 0.92 -2.32 -0.84 0.253
```

## Properties
Kohn-Sham gap ... 0.2375 Ha
Net charge ... +3
ΔE to the lowest compared entry with this formula, charge and spin ... 0.00 kcal/mol



ORCA calculation (ωB97M-V/def2-TZVPD) on a structure of composition C26H20ClF8N4NdO7S at a distorted geometry.

The geometry in XYZ format:
```
68
Properties=species:S:1:pos:R:3:mulliken_spin:R:1
Nd -0.98 0.50 -0.17 3.008
C -3.79 -0.90 2.93 0.000
C -2.76 -1.33 1.97 -0.001
O -2.64 -0.60 0.90 0.003
C -1.90 -2.32 2.25 0.002
C -0.81 -2.71 1.45 -0.002
C -0.26 -4.10 1.64 0.000
N -0.26 -1.90 0.53 -0.007
N 0.57 -2.57 -0.33 -0.001
C 0.77 -1.93 -1.46 -0.001
O 0.20 -0.88 -1.80 -0.002
C 1.78 -2.54 -2.39 -0.002
C 1.88 -2.14 -3.73 0.000
C 2.81 -2.75 -4.59 0.000
C 3.65 -3.71 -4.08 0.000
C 3.65 -3.98 -2.73 0.000
C 2.79 -3.35 -1.86 0.000
H -3.43 0.02 3.47 0.000
H -3.96 -1.71 3.64 0.000
H -4.66 -0.68 2.28 0.000
H -2.09 -2.82 3.17 0.000
H -0.52 -4.73 0.78 0.000
H -0.62 -4.62 2.58 0.000
H 0.85 -3.98 1.58 0.000
H 1.20 -1.33 -4.12 0.000
H 2.77 -2.47 -5.65 0.000
H 4.33 -4.33 -4.68 0.000
H 4.27 -4.78 -2.29 0.000
H 2.72 -3.63 -0.78 0.000
N 5.36 -0.14 -1.07 0.000
C 4.14 0.29 -0.58 0.000
C 3.56 -0.57 0.37 -0.001
C 2.28 -0.21 0.87 0.001
N 1.55 0.76 0.34 -0.001
C 2.18 1.65 -0.57 0.002
C 3.47 1.40 -1.07 0.000
H 5.41 -1.13 -1.28 0.000
H 5.57 0.30 -1.96 0.000
H 4.04 -1.47 0.78 0.000
H 1.75 -0.84 1.62 -0.001
H 1.54 2.46 -0.96 0.000
H 3.99 2.04 -1.72 0.000
F -3.31 3.44 -2.65 0.000
C -3.58 2.48 -3.51 0.000
F -4.80 2.71 -4.05 0.000
F -2.70 2.53 -4.54 0.000
S -3.70 0.88 -2.58 0.000
O -4.57 1.15 -1.49 0.000
O -4.17 -0.06 -3.60 0.000
O -2.27 0.72 -2.20 -0.001
F -2.81 2.48 1.44 -0.001
C -1.96 2.17 2.48 -0.012
C -0.87 1.29 2.32 0.029
C -0.24 1.00 3.44 -0.011
F 0.90 0.24 3.41 -0.001
C -0.50 1.49 4.74 -0.003
F 0.34 1.24 5.78 0.000
C -1.58 2.35 4.86 0.001
F -1.90 2.88 6.05 0.000
C -2.32 2.73 3.73 -0.001
F -3.31 3.61 3.80 0.000
Cl -1.05 6.64 0.27 0.000
C -1.48 4.90 0.16 0.000
C -0.38 4.03 -0.46 0.000
O 0.71 4.53 -0.79 0.000
O -0.71 2.82 -0.69 -0.001
H -2.42 4.87 -0.36 0.000
H -1.74 4.62 1.15 0.000
```

## Properties
Kohn-Sham gap (spin up / spin down) ... 0.2308 / 0.2312 Ha
Net charge ... -2
Multiplicity ... 4
ΔE to the lowest compared entry with this formula, charge and spin ... 0.00 kcal/mol



ORCA calculation (ωB97M-V/def2-TZVPD) on a structure of composition C26H20GeNO5SW at a distorted geometry.

The geometry in XYZ format:
```
55
Properties=species:S:1:pos:R:3:mulliken_spin:R:1
W -0.44 0.02 0.75 0.990
O 1.33 0.63 -0.25 0.012
N 2.24 1.31 0.42 0.009
C 3.53 1.13 0.11 0.000
C 4.51 1.85 0.75 0.002
C 4.14 2.80 1.70 0.000
C 2.80 2.98 1.99 -0.001
C 1.84 2.19 1.36 0.011
S 0.15 2.28 1.69 -0.021
H 3.72 0.41 -0.68 -0.001
H 5.54 1.69 0.49 0.000
H 4.89 3.39 2.22 0.000
H 2.46 3.72 2.70 0.002
O -3.88 -1.73 -0.66 0.000
C -2.89 -1.23 -0.19 0.011
O -2.29 -1.40 0.95 0.056
C -1.94 -0.17 -0.78 0.040
O -0.76 -0.59 -1.14 -0.012
O -1.98 0.99 -0.24 -0.032
C 0.58 -0.86 2.16 -0.078
Ge 0.26 -0.18 3.99 0.012
C 1.85 0.76 4.70 -0.007
C 1.78 2.07 5.16 0.002
C 2.92 2.72 5.62 0.000
C 4.15 2.07 5.60 0.000
C 4.23 0.77 5.13 -0.001
C 3.09 0.12 4.69 0.001
C -0.12 -1.84 4.99 0.001
C 0.48 -2.23 6.18 0.000
C 0.16 -3.45 6.77 0.000
C -0.77 -4.29 6.17 0.000
C -1.38 -3.91 4.98 -0.001
C -1.05 -2.69 4.39 -0.003
C -1.36 0.89 4.41 -0.017
C -2.47 0.99 3.57 0.035
C -3.60 1.70 3.95 0.014
C -3.63 2.33 5.19 0.001
C -2.55 2.20 6.05 0.001
C -1.44 1.47 5.67 -0.002
H 1.17 -1.77 2.29 0.006
H 0.83 2.59 5.16 0.000
H 2.85 3.73 5.99 0.000
H 5.04 2.58 5.95 0.000
H 5.18 0.25 5.12 0.000
H 3.15 -0.91 4.35 0.001
H 1.21 -1.58 6.65 0.000
H 0.64 -3.75 7.69 0.000
H -1.02 -5.24 6.62 0.000
H -2.10 -4.56 4.50 0.000
H -1.52 -2.40 3.46 -0.003
H -2.47 0.47 2.62 -0.027
H -4.44 1.76 3.28 0.000
H -4.51 2.89 5.48 0.000
H -2.59 2.67 7.03 0.000
H -0.61 1.35 6.36 0.000
```

## Properties
Kohn-Sham gap (spin up / spin down) ... 0.2796 / 0.2660 Ha
Multiplicity ... 2
ΔE to the lowest compared entry with this formula, charge and spin ... 68.18 kcal/mol



ORCA calculation (ωB97M-V/def2-TZVPD) on a structure of composition C26H21AgF6N3O3PS2 at a distorted geometry.

The geometry in XYZ format:
```
63
Properties=species:S:1:pos:R:3:mulliken_spin:R:1
Ag -0.18 0.11 -0.11 0.416
C 0.20 0.23 4.30 0.031
C -0.50 -0.88 4.74 -0.029
C -1.14 -1.69 3.83 0.027
C -1.10 -1.40 2.46 -0.101
C -0.40 -0.26 2.02 0.630
C 0.25 0.53 2.95 -0.172
C -1.74 -2.25 1.45 0.026
C -2.55 -3.36 1.77 0.004
C -3.04 -4.15 0.77 -0.003
C -2.78 -3.83 -0.57 0.006
C -3.25 -4.59 -1.66 0.000
C -2.97 -4.19 -2.95 0.000
C -2.24 -3.02 -3.19 0.000
C -1.77 -2.27 -2.15 0.002
C -2.01 -2.66 -0.82 0.005
N -1.50 -1.93 0.19 0.034
H 0.71 0.87 5.01 0.000
H -0.53 -1.12 5.79 0.000
H -1.67 -2.56 4.19 0.002
H 0.83 1.38 2.62 0.027
H -2.78 -3.59 2.80 0.001
H -3.64 -5.03 0.99 0.000
H -3.82 -5.49 -1.47 0.000
H -3.33 -4.78 -3.78 0.000
H -2.05 -2.72 -4.21 0.000
H -1.21 -1.35 -2.30 0.004
N 0.95 0.37 -2.23 0.005
C 0.63 0.30 -3.64 -0.001
C 1.52 -0.25 -4.55 -0.002
C 1.19 -0.32 -5.89 0.000
C -0.03 0.15 -6.32 0.000
C -0.93 0.68 -5.42 0.000
C -0.61 0.76 -4.08 0.002
S -0.47 -0.03 -8.07 0.000
O -1.73 0.71 -8.21 0.000
O -0.60 -1.47 -8.21 0.000
O 0.65 0.55 -8.78 0.000
H 1.65 -0.35 -2.05 -0.005
H 1.46 1.24 -2.05 0.002
H 2.48 -0.62 -4.20 0.000
H 1.87 -0.72 -6.62 0.000
H -1.89 1.02 -5.79 0.000
H -1.33 1.15 -3.36 0.001
F 2.07 1.04 0.34 -0.001
P 3.69 0.61 0.27 0.015
F 3.31 -0.47 -0.90 0.002
F 5.23 0.23 0.16 0.000
F 3.41 -0.52 1.38 0.001
F 3.84 1.76 -0.88 0.001
F 3.97 1.70 1.42 0.001
S -1.58 2.35 -0.30 0.057
C -0.11 3.15 -0.45 0.003
N 0.34 3.45 -1.70 0.002
C 1.51 4.08 -1.94 -0.001
C 2.30 4.49 -0.91 0.006
C 1.87 4.22 0.41 -0.001
C 0.68 3.59 0.63 0.003
H -0.23 3.11 -2.47 0.002
H 1.77 4.24 -2.98 0.000
H 3.24 4.98 -1.10 0.000
H 2.50 4.52 1.24 0.000
H 0.33 3.38 1.63 -0.001
```

## Properties
Kohn-Sham gap (spin up / spin down) ... 0.2491 / 0.2128 Ha
Net charge ... -1
Multiplicity ... 2
ΔE to the lowest compared entry with this formula, charge and spin ... 10.43 kcal/mol



ORCA calculation (ωB97M-V/def2-TZVPD) on a structure of composition C26H21BaN6O4P at a distorted geometry.

The geometry in XYZ format:
```
59
Properties=species:S:1:pos:R:3:lowdin_charge:R:1
Ba 0.65 -1.23 -0.05 1.893
O -3.63 -2.55 -0.46 0.035
C -2.49 -2.11 -0.60 -0.671
O -1.58 -2.02 0.28 -0.355
C -2.10 -1.53 -1.97 -0.207
C -3.03 -1.26 -2.96 0.009
C -2.60 -0.60 -4.10 -0.034
C -1.28 -0.21 -4.20 0.010
C -0.41 -0.53 -3.16 -0.198
N -0.83 -1.19 -2.10 -0.040
C 1.04 -0.04 -3.10 -0.665
O 1.50 0.52 -4.10 0.034
O 1.61 -0.22 -1.99 -0.360
H -4.06 -1.56 -2.81 0.119
H -3.30 -0.36 -4.90 0.108
H -0.89 0.35 -5.05 0.118
N 3.89 -3.65 2.83 0.032
C 3.12 -2.58 2.57 -0.149
N 2.48 -2.76 1.45 -0.012
C 2.89 -4.00 1.04 -0.310
N 3.76 -4.56 1.86 0.129
C 2.43 -4.63 -0.19 -0.204
C 2.88 -5.90 -0.58 -0.059
N 2.45 -6.47 -1.69 0.091
C 1.57 -5.79 -2.43 -0.096
C 1.12 -4.53 -2.04 -0.086
N 1.55 -3.96 -0.93 0.063
H 4.50 -3.82 3.61 0.162
H 3.06 -1.72 3.21 0.134
H 3.59 -6.45 0.02 0.116
H 1.23 -6.26 -3.34 0.111
H 0.41 -3.98 -2.64 0.114
C -2.31 1.53 0.12 -0.250
P -0.63 1.70 0.80 0.928
C -0.10 3.28 0.05 -0.391
C -0.66 4.50 0.42 -0.100
C -0.28 5.66 -0.23 -0.082
C 0.66 5.62 -1.25 -0.084
C 1.22 4.41 -1.62 -0.071
C 0.85 3.24 -0.97 -0.086
C -0.92 2.15 2.55 -0.394
C -0.05 2.99 3.22 -0.108
C -0.22 3.25 4.57 -0.086
C -1.27 2.66 5.27 -0.093
C -2.14 1.81 4.60 -0.083
C -1.97 1.55 3.25 -0.092
H -2.75 0.59 0.47 0.032
H -2.23 1.48 -0.96 0.047
H -2.95 2.37 0.39 0.056
H -1.40 4.54 1.22 0.109
H -0.73 6.61 0.06 0.103
H 0.94 6.53 -1.75 0.103
H 1.94 4.37 -2.42 0.109
H 1.29 2.30 -1.27 0.086
H 0.77 3.47 2.69 0.106
H 0.46 3.91 5.09 0.103
H -1.41 2.86 6.32 0.101
H -2.96 1.34 5.13 0.105
H -2.65 0.88 2.74 0.102
```

## Properties
Kohn-Sham gap ... 0.3010 Ha
ΔE to the lowest compared entry with this formula, charge and spin ... 5.42 kcal/mol



ORCA calculation (ωB97M-V/def2-TZVPD) on a structure of composition C26H21Br45N2O4 at a distorted geometry.

The geometry in XYZ format:
```
98
Properties=species:S:1:pos:R:3:lowdin_charge:R:1
O -1.20 -1.62 -1.85 -0.001
N -2.29 -1.38 -2.11 0.020
O -3.19 -2.40 -1.56 0.000
C -4.47 -2.16 -1.98 -0.166
C -4.90 -2.61 -3.16 -0.028
C -3.98 -3.40 -4.03 -0.162
C -3.31 -2.81 -5.09 -0.114
C -2.44 -3.64 -5.80 -0.241
N -2.24 -4.93 -5.57 0.023
C -2.92 -5.45 -4.56 -0.253
C -3.79 -4.75 -3.74 0.022
C -6.32 -2.31 -3.53 -0.305
O -6.70 -2.23 -4.68 0.135
C -7.26 -2.13 -2.39 -0.028
C -6.82 -1.69 -1.22 0.026
C -5.36 -1.38 -1.06 -0.297
O -4.93 -0.59 -0.26 0.115
H -3.45 -1.76 -5.29 0.078
H -1.89 -3.22 -6.64 0.077
H -2.78 -6.51 -4.34 0.007
H -4.32 -5.18 -2.91 0.129
H -8.31 -2.38 -2.53 -0.043
H -7.46 -1.56 -0.35 0.116
C -2.10 2.74 0.72 -1.628
Br -0.43 3.37 1.41 0.555
Br -3.03 4.11 -0.25 0.609
Br -1.84 1.17 -0.35 0.643
H -2.72 2.46 1.57 -0.113
C 2.25 -2.46 -2.93 -1.625
Br 2.12 -0.54 -2.87 0.565
Br 2.59 -3.20 -1.20 0.547
Br 0.69 -3.24 -3.75 0.612
H 3.10 -2.70 -3.56 -0.041
C -11.11 -2.09 -0.02 -1.628
Br -10.43 -3.05 1.49 0.584
Br -10.30 -2.71 -1.66 0.709
Br -13.02 -2.13 -0.11 0.590
H -10.81 -1.05 0.10 -0.026
C -2.62 2.80 5.05 -1.608
Br -0.93 3.40 5.74 0.551
Br -3.53 4.18 4.06 0.593
Br -2.43 1.20 3.99 0.618
H -3.24 2.54 5.89 -0.030
C 3.67 2.29 1.22 -1.627
Br 3.32 3.44 2.73 0.548
Br 5.56 2.00 1.00 0.561
Br 2.69 0.64 1.33 0.565
H 3.32 2.81 0.34 -0.031
C 6.61 -4.73 -1.98 -1.640
Br 6.44 -2.81 -1.90 0.562
Br 7.00 -5.48 -0.26 0.578
Br 5.05 -5.54 -2.77 0.559
H 7.44 -4.95 -2.63 -0.032
C 6.43 5.27 5.13 -1.614
Br 7.39 3.63 4.83 0.549
Br 6.10 6.21 3.48 0.578
Br 4.81 4.93 6.11 0.528
H 7.05 5.91 5.74 -0.027
C 6.51 0.94 7.68 -1.650
Br 8.09 -0.04 7.22 0.546
Br 5.13 0.72 6.36 0.558
Br 5.89 0.51 9.45 0.569
H 6.78 1.99 7.69 -0.047
C 1.29 5.77 8.41 -1.629
Br 1.66 4.02 7.70 0.511
Br 1.15 7.08 7.01 0.577
Br -0.27 5.76 9.53 0.584
H 2.13 6.05 9.03 -0.027
C -0.81 4.16 -3.30 -1.648
Br 0.87 4.76 -2.58 0.568
Br -1.68 5.53 -4.32 0.554
Br -0.60 2.53 -4.30 0.557
H -1.45 3.93 -2.45 -0.120
C 11.43 0.61 9.76 -1.638
Br 11.66 -1.16 9.04 0.568
Br 11.31 1.93 8.36 0.535
Br 9.93 0.71 10.95 0.566
H 12.32 0.84 10.33 -0.031
C -5.53 6.28 -2.19 -1.659
Br -6.38 6.64 -3.87 0.581
Br -3.85 7.21 -2.04 0.530
Br -6.69 6.66 -0.70 0.573
H -5.31 5.22 -2.16 -0.052
C 10.85 2.13 3.01 -1.631
Br 11.10 4.03 3.02 0.573
Br 11.19 1.37 4.75 0.543
Br 9.11 1.64 2.36 0.536
H 11.58 1.71 2.33 -0.030
C -2.45 -9.65 -6.45 -1.622
Br -2.56 -7.74 -6.24 0.741
Br -2.06 -10.52 -4.77 0.568
Br -4.02 -10.38 -7.27 0.566
H -1.62 -9.86 -7.11 -0.032
C -4.00 -0.72 -9.08 -1.611
Br -3.06 -1.22 -10.69 0.578
Br -4.07 -2.17 -7.81 0.757
Br -3.25 0.86 -8.28 0.576
H -5.02 -0.48 -9.37 -0.030
```

## Properties
Kohn-Sham gap ... 0.3057 Ha
ΔE to the lowest compared entry with this formula, charge and spin ... 0.00 kcal/mol